A 8-piece molecular cluster, C43H76F3NO25 overall in a non-equilibrium geometry. Source: OMol25; level of theory: ωB97M-V/def2-TZVPD.

```
148
Properties=species:S:1:pos:R:3:forces:R:3
O -3.7804 12.8211 -4.7359 0.09 0.03 0.01
C 0.5529 -7.4515 -0.5984 0.51 0.50 -0.11
C 0.2489 -9.5940 0.2559 -0.22 -0.13 0.14
H -4.2554 7.4404 -2.6719 0.01 0.12 0.01
C -2.1099 -5.3339 2.9583 -0.11 0.19 -0.01
O -1.5144 12.9780 -4.8218 -0.16 -0.06 0.15
H -3.2516 -3.0611 -0.2731 -0.19 -0.02 -0.05
H 1.5907 1.2659 3.9052 -0.02 0.00 -0.09
C -2.1792 -2.8071 4.0713 0.03 -0.35 -0.18
C 0.0052 -7.0148 3.7890 0.40 -0.11 0.39
H 0.0009 -1.7571 0.7685 0.10 -0.20 0.10
O -6.6245 3.1823 0.5083 -0.02 0.01 0.00
H 3.6941 -5.3021 -0.5695 -0.07 0.01 -0.13
H 0.4434 10.3471 -1.4004 -0.02 0.08 0.07
H 2.9727 1.6515 2.8469 -0.07 -0.01 -0.04
H -1.1316 14.6278 -6.8402 0.04 -0.05 0.06
H -5.9658 -1.9162 1.6366 -0.11 0.08 -0.29
H -1.8457 -2.5801 -1.2070 0.03 0.04 -0.22
H -1.0645 0.0120 -0.8322 0.15 0.08 -0.15
C -0.0131 -6.0598 -0.3897 -0.06 -0.22 0.31
H -1.0372 12.9417 -7.4119 0.04 0.01 0.08
O -3.4220 9.5666 -1.3351 0.00 0.05 -0.03
H -0.2830 6.2995 1.9281 0.12 0.01 0.15
C -2.0834 -0.2265 -0.5521 -0.59 -0.49 0.14
H -5.5777 -3.3889 2.5083 -0.18 -0.13 0.04
H 5.0996 -8.2485 -4.1069 -0.04 0.12 0.01
O 4.6667 -5.9009 -2.9459 -0.02 0.00 -0.01
H -1.9640 9.7409 2.0721 0.02 -0.10 -0.03
H 0.9877 -7.2976 4.1549 0.15 0.04 0.17
H 12.2657 -7.3508 -6.4420 0.04 0.02 0.07
H 3.6207 14.9127 0.0943 0.02 -0.04 -0.09
H -1.6340 -10.5851 3.5776 -0.16 0.34 0.03
O 0.7690 2.8049 1.9140 0.15 -0.21 -0.02
H -2.7166 8.0271 -3.3597 -0.06 0.07 0.03
H -7.4967 0.8817 1.4921 -0.03 0.07 -0.04
O 10.2377 -8.5528 -3.4178 -0.06 -0.03 0.02
C -2.2382 -2.6851 -0.1997 0.45 -0.06 0.37
H 11.0684 -8.2627 -1.5308 0.08 0.07 -0.07
H 1.8598 14.9957 0.3108 -0.05 -0.06 0.04
H 12.0820 -8.9716 -7.1452 -0.08 -0.04 0.04
H -4.1139 -0.6281 0.7816 -0.21 0.06 -0.03
H -0.9739 4.6686 1.8703 0.04 -0.07 -0.07
H -4.9887 -1.8253 4.3254 -0.14 -0.10 0.16
C -2.6083 13.0863 -5.3160 -0.11 -0.09 0.15
H -4.7397 5.0470 0.2582 -0.11 -0.05 -0.04
H -2.0238 14.1275 -8.2923 -0.10 -0.02 0.03
O 11.2044 -8.7560 -5.3361 -0.02 -0.02 -0.02
H 9.3024 -8.3766 -1.6210 -0.05 -0.09 -0.16
H -0.1554 -11.2813 4.1850 0.01 -0.17 0.11
C 11.2780 -8.1555 -4.1480 -0.03 -0.03 -0.02
C -1.6795 13.8143 -7.3113 0.05 0.06 -0.16
C -2.8427 8.6480 -0.8150 0.02 -0.01 0.00
H -0.9149 -6.1214 0.2095 -0.19 -0.05 0.11
C 1.1967 3.5768 2.7318 -0.21 0.03 0.13
H -4.4387 3.7278 -0.9088 -0.12 0.01 0.02
H -3.5776 -4.6081 1.6103 -0.07 -0.09 -0.12
H 4.9518 -5.0019 0.6366 0.07 -0.10 -0.01
H -3.1538 11.4679 -3.2714 0.07 0.01 -0.02
H -0.7289 -12.1221 2.0014 0.01 -0.21 0.10
C 2.7155 14.3284 0.2291 0.09 0.12 0.07
H 6.7857 -8.7694 -3.9541 0.05 0.01 0.18
O 12.1355 -7.3880 -3.7988 0.02 0.01 0.01
H 0.5825 10.5890 -3.1528 0.10 0.09 -0.03
O 6.1681 -7.5218 -2.4742 0.06 -0.05 0.00
C -4.5169 -1.1811 3.5919 0.24 0.02 -0.51
O -2.8521 13.4938 -6.5595 -0.03 0.04 -0.12
C -4.1857 4.1291 0.0709 0.13 0.19 -0.14
C -2.1254 -1.3404 0.5410 0.19 0.68 -0.64
C -5.7158 2.7868 1.1898 0.05 -0.04 -0.02
H 1.6328 -7.3930 -0.7071 0.16 -0.19 0.04
H -0.5052 11.6262 -2.2167 0.01 0.03 0.07
H 6.4301 -7.1245 -4.4987 -0.11 0.06 0.01
H -2.1131 -6.2994 2.4805 0.02 -0.21 0.02
F 1.5924 -4.3369 -0.5433 0.31 0.18 -0.30
H -7.0541 0.6728 3.2003 0.06 0.04 0.00
H -2.1696 -1.8348 4.5357 0.02 0.13 0.07
C 2.4481 1.9206 3.7614 0.11 -0.14 0.09
H 0.8304 -11.3640 1.9743 0.25 0.22 -0.15
N -0.7124 -10.3329 0.9396 0.23 0.71 1.02
H -1.6044 -3.4229 0.2841 -0.32 -0.19 0.10
C -1.3308 -3.7767 4.5913 -0.29 -0.03 -0.10
C -7.1282 1.3854 2.3838 -0.13 -0.09 0.10
H -2.6276 -0.5705 -1.4283 -0.02 0.02 -0.24
F 0.2549 -4.2822 1.1303 -0.05 0.17 0.32
C -1.2907 -5.0601 4.0455 -0.16 0.49 -0.06
O -4.4431 3.1651 1.0939 0.13 0.00 0.03
H -7.8048 2.1903 2.6635 -0.01 0.03 -0.08
H -1.4158 -9.6844 1.2724 -0.06 -0.07 0.10
C 1.5307 12.7059 -0.9302 -0.10 -0.04 -0.01
H 0.1449 -6.6868 2.7687 -0.11 0.15 -0.31
C -3.9601 -1.9982 2.4013 -0.19 0.11 0.91
H -2.6106 0.6647 -0.2234 0.27 0.34 0.20
H -3.5036 10.1099 1.2669 0.01 0.03 -0.09
H 10.1072 -6.8985 -2.1636 0.12 0.02 -0.03
C -3.0130 -3.0544 2.9734 0.30 -0.57 -0.08
C -3.3163 -0.9689 1.4436 -0.01 -0.54 -0.35
C -2.4493 9.8880 1.1122 -0.01 -0.01 0.20
C -0.2280 -11.1582 2.0770 -0.49 -0.57 -0.66
O 0.6992 12.6475 -0.0599 -0.04 -0.04 0.02
O 1.5401 11.9943 -2.0522 -0.01 -0.09 -0.06
H -5.2326 -0.4595 3.2055 -0.07 0.06 0.08
H 5.0331 -4.1913 -0.9415 -0.05 -0.03 -0.08
C -0.5513 -10.5922 3.4393 0.22 -0.24 0.02
O -2.6374 7.4494 -1.3629 0.00 -0.07 -0.01
H 3.1220 1.8293 4.6079 -0.01 0.10 0.02
F 1.8346 -5.7288 1.0801 0.38 -0.35 0.30
C -2.9526 -4.3509 2.4490 0.09 0.44 0.26
H -4.9898 -3.2035 0.8702 -0.10 0.07 -0.25
C -5.1974 -2.6671 1.7889 0.37 -0.17 0.24
C -3.1750 7.3104 -2.6810 -0.06 -0.12 -0.19
H -3.2877 13.1655 -2.7407 0.09 0.00 -0.03
O 1.0020 -10.0544 -0.5433 0.76 -0.39 -0.42
C 0.9271 -5.1115 0.3248 -0.57 0.15 -0.21
H -3.7182 -0.6184 4.0586 0.04 0.15 0.24
C 10.1895 -7.9820 -2.1077 -0.14 0.06 0.28
O -0.4455 -5.9624 4.6199 -0.08 0.16 -0.15
H -0.8641 -1.5357 2.3367 0.15 -0.47 0.01
H -2.9413 6.3025 -3.0113 0.09 -0.02 0.14
H 0.3805 5.1122 0.7949 -0.02 -0.11 0.01
C 0.4406 11.0884 -2.1993 -0.10 -0.11 -0.07
O 0.0528 -9.3398 3.6471 0.00 0.08 0.04
C -0.8372 -8.2624 3.8716 -0.22 -0.37 -0.43
C 4.7466 -5.1055 -0.4249 0.13 0.11 0.16
H -3.1226 4.3503 0.1000 0.03 -0.13 0.14
C -0.0562 5.2472 1.7823 -0.24 0.34 -0.11
C 5.3850 -6.4853 -2.1770 -0.01 -0.04 0.04
O 2.0368 3.2895 3.7232 0.05 0.05 -0.03
C -0.7912 -1.2357 1.2978 -0.31 0.58 -0.02
H -1.6101 -8.2979 3.0995 -0.18 0.17 -0.05
H 0.1754 -7.8888 -1.5144 -0.21 -0.18 -0.06
O -2.2986 8.6516 0.3965 0.04 0.05 0.09
O 5.5322 -6.2115 -0.8831 0.07 0.02 0.05
O 0.2026 -8.2650 0.5282 -0.77 0.15 -0.31
H 2.8035 13.7225 1.1288 -0.09 -0.01 0.01
H -1.3443 -8.3356 4.8353 0.10 0.01 0.23
H -1.9636 10.7034 0.5859 0.00 0.06 -0.13
O 0.8693 4.8667 2.8037 0.06 0.00 -0.05
C 12.2672 -8.4180 -6.2296 0.07 -0.03 -0.17
H -3.0217 -0.0851 2.0054 0.13 0.12 0.14
H -0.5118 -0.1839 1.3159 0.12 0.19 0.12
O 2.5993 13.4987 -0.9287 0.09 0.05 -0.01
H -0.7074 -3.5395 5.4385 0.14 -0.05 0.10
O -5.8074 1.8875 2.1700 0.01 -0.01 0.02
C 6.1059 -7.9297 -3.8424 0.10 -0.16 -0.24
H -0.2920 -5.6037 -1.3316 0.06 0.10 -0.19
C -3.7219 12.3895 -3.3683 0.06 -0.01 0.04
H -4.7466 12.2080 -3.0599 -0.03 0.02 -0.12
H 13.2279 -8.7135 -5.8128 0.01 0.07 0.05
```
Forces are in eV/Å.

The value obtained for the orbital gap is 8.821 eV. The max |F| is 1.27 eV Å⁻¹. The HOMO energy comes out at -8.36 eV. As for the SMILES: CC(C)(C)CC(C)(C)c1ccc(OCCOCCNC(=O)OCCC(F)(F)F)cc1.COC(=O)OC.COC(=O)OC.COC(=O)OC.COC(=O)OC.COC(=O)OC.COC(=O)OC.COC(=O)OC.